Entry 1:
81
Properties=species:S:1:pos:R:3:lowdin_charge:R:1 method="wB97M-V/def2-TZVPD" energy_ev=-97035.0465 e_homo_ha=-0.4328 orbital_gap_ha=0.302 charge=+1
S 8.2435 -1.5224 0.6152 0.662
S -2.0170 -0.0719 4.4237 0.658
S -6.9506 0.0605 -0.4456 0.675
S 2.9217 0.6205 -0.1802 0.671
Si -0.9076 2.4523 -3.4291 0.575
O -0.9952 -0.4315 3.4711 -0.338
O -1.6609 0.3588 5.7494 -0.312
O -6.6415 0.1616 0.9554 -0.312
O 8.0073 -0.1850 1.1001 -0.320
O -6.7363 1.2026 -1.3165 -0.349
O -3.6493 1.4028 -1.8809 0.118
O 1.8804 -0.1870 -0.7790 -0.350
O 3.2486 1.9029 -0.7647 -0.334
O 7.1628 -2.2992 0.0571 -0.325
N -4.1600 1.2116 -5.3029 0.101
N -3.6606 1.4186 -3.2261 -0.108
N -2.6210 1.8270 -3.9512 -0.037
N -2.9347 1.6929 -5.1988 0.083
C -1.0093 4.2200 -2.8996 -0.156
C -8.4572 -1.5825 -1.8249 -0.210
C -6.0874 -1.3523 -1.1625 -0.215
C 4.4062 -0.3545 0.0149 -0.227
C 4.9128 0.0142 1.4030 -0.227
C -8.6008 -0.5832 -0.6821 -0.219
C 9.0799 -2.4612 1.9014 -0.214
C -3.1194 1.1469 3.6928 -0.219
C 0.1470 2.1670 -4.9190 -0.161
C 10.4742 -2.7836 1.3488 -0.209
C -4.4586 0.4320 3.4803 -0.223
C 3.6735 0.0478 2.3080 -0.200
C -0.3869 1.3447 -2.0378 -0.161
C -3.2258 -1.3867 4.5440 -0.229
C 9.6201 -1.4721 -0.5263 -0.227
C -7.1733 -2.3708 -1.5309 -0.202
C 2.5889 0.8435 1.5722 -0.213
C -4.6086 1.0359 -4.0653 -0.035
C -4.5680 -0.6619 4.5514 -0.213
C 10.8449 -1.6680 0.3617 -0.217
H -3.1978 1.9743 4.3954 0.105
H -0.1687 2.7744 -5.7725 0.042
H 4.1183 -1.4034 -0.0432 0.112
H 11.2006 -2.8677 2.1551 0.116
H 8.4910 -3.3499 2.1136 0.103
H 3.3204 -0.9695 2.4877 0.120
H -9.3257 -2.2348 -1.8876 0.122
H 9.5995 -0.5227 -1.0559 0.109
H -0.9222 1.5857 -1.1177 0.043
H 0.0686 1.1184 -5.2250 0.047
H 9.1249 -1.8247 2.7828 0.106
H -0.0473 4.4140 -2.4071 0.057
H -1.7908 4.4220 -2.1620 0.036
H 11.7232 -1.9242 -0.2281 0.117
H -8.3686 -1.0525 -2.7759 0.118
H -5.5701 0.6647 -3.7362 0.141
H 5.3870 0.9966 1.3799 0.123
H 1.5852 0.4827 1.7806 0.095
H 0.6941 1.4460 -1.9289 0.021
H 5.6544 -0.6990 1.7464 0.087
H 1.1828 2.4014 -4.6604 0.057
H -9.2735 0.2458 -0.8903 0.114
H -5.3884 -1.3478 4.3464 0.115
H -4.7434 -0.2118 5.5304 0.122
H -0.6391 0.3128 -2.3059 0.053
H -4.4837 -0.0232 2.4895 0.095
H 11.0617 -0.7453 0.9036 0.121
H 10.4514 -3.7412 0.8258 0.118
H 2.6523 1.9110 1.7762 0.105
H 9.4930 -2.2981 -1.2257 0.109
H -5.3802 -1.7282 -0.4273 0.107
H -4.2285 2.1356 -1.5929 0.156
H -1.1126 4.9340 -3.7188 0.043
H -3.0217 -1.9675 5.4401 0.109
H 5.0985 -0.1130 -0.7878 0.110
H -5.5498 -0.9969 -2.0394 0.076
H -5.2889 1.1337 3.5319 0.114
H -8.8866 -1.0745 0.2472 0.115
H -2.6713 1.4931 2.7648 0.095
H -7.3428 -3.0455 -0.6907 0.122
H 3.8915 0.4940 3.2767 0.117
H -3.1126 -2.0108 3.6578 0.106
H -6.8663 -2.9785 -2.3801 0.119

Entry 2:
110
Properties=species:S:1:pos:R:3:lowdin_charge:R:1 method="wB97M-V/def2-TZVPD" energy_ev=-174903.0859 smiles="C[N+](=O)[O-].C[N+](=O)[O-].C[N+](=O)[O-].O=S1(=O)OCCO1.O=S1(=O)OCCO1.O=S1(=O)OCCO1.O=S1(=O)OCCO1.O=S1(=O)OCCO1.O=S1(=O)OCCO1.O=S1(=O)OCCO1.CN(C)C=O" e_homo_ha=-0.3579 orbital_gap_ha=0.331
S -5.3346 -0.4678 0.2377 0.705
S -0.7227 -1.9288 -1.3620 0.779
S -1.4335 2.1510 -5.2884 0.769
S -3.8614 5.4881 -0.1606 0.688
S 0.4536 -2.3946 3.6707 0.760
S 3.0634 -6.0752 -3.9509 0.724
S 4.0256 -0.1227 -1.9786 0.775
O 2.3294 -4.7951 -3.2558 -0.181
O -6.1033 0.3245 1.3826 -0.232
O -2.9446 4.1229 -0.4335 -0.190
O -3.1368 6.5182 0.5418 -0.243
O 4.5163 -5.3888 -3.6823 -0.198
O 2.6527 -6.2338 -5.3363 -0.228
O -4.6717 5.8433 -1.2757 -0.222
O 0.2248 -3.5675 2.5348 -0.192
O -2.1883 -1.9299 -1.4802 -0.249
O 1.0395 3.9094 -0.9234 0.025
O -2.0991 2.9034 -6.3621 -0.242
O -6.1628 -1.8229 0.7578 -0.200
O 1.5122 5.7053 -2.1692 0.050
O -0.2528 1.1298 -5.8748 -0.189
O 4.1839 -0.7275 4.3491 -0.013
O -0.9529 2.8185 -4.1001 -0.244
O -5.8825 0.0082 -1.0661 -0.250
O -0.1061 -0.4722 -1.8595 -0.214
O -0.5336 2.8723 2.5173 0.005
O 5.1118 -0.9579 -2.5107 -0.243
O 4.6185 1.2719 -1.3952 -0.239
O 0.6136 -2.9322 5.0533 -0.230
O -3.9204 -0.4761 0.4335 -0.227
O -0.2969 -1.6134 0.1932 -0.212
O -0.5817 -1.3636 3.4749 -0.263
O -4.9002 4.7221 0.8652 -0.211
O 1.9020 -1.9992 3.0526 -0.212
O -2.4436 0.8657 -4.8650 -0.185
O 2.9529 -7.2746 -3.1342 -0.247
O 0.1028 -3.0356 -1.9830 -0.257
O -2.4719 -3.5722 4.4260 0.064
O 3.0550 -0.7954 -1.0205 -0.290
O 3.1990 0.7005 -3.1802 -0.192
O 0.6544 2.0319 4.1201 0.069
O -3.8778 -2.0501 3.8437 0.039
N -3.0927 -2.9594 3.5660 -0.426
N 4.7224 0.5222 2.4915 -0.164
N 1.3370 5.1107 -1.0647 -0.366
N -0.4102 2.2034 3.5678 -0.417
C 3.7442 2.3424 -1.5870 -0.182
C 1.4426 -3.8578 1.9073 -0.189
C -7.3989 -0.2041 1.7221 -0.150
C -1.8343 -0.3900 -4.9357 -0.172
C -1.6699 1.7054 4.3000 0.077
C 5.8120 1.1048 1.7326 -0.067
C 3.3896 0.8202 1.9537 -0.020
C -0.1370 -0.2729 0.5104 -0.188
C -4.4434 3.3920 1.2239 -0.136
C -0.0290 0.4318 -0.7929 -0.178
C -2.8688 -3.3275 2.1379 0.053
C 2.5712 -3.0680 2.5392 -0.210
C -0.3828 -0.1369 -5.4423 -0.223
C 3.0976 -4.1989 -2.3123 -0.226
C -3.6700 2.9967 -0.0273 -0.206
C -7.0605 -1.6522 1.8143 -0.200
C 1.1910 5.9059 0.2034 0.048
C 4.5882 -4.4701 -2.6562 -0.173
C 3.3536 2.1187 -3.0478 -0.142
C 5.0182 -0.2135 3.5713 -0.309
H 5.1608 -3.6394 -3.0687 0.119
H -2.0740 1.0724 3.5100 0.086
H -7.7476 0.2868 2.6307 0.143
H -4.3266 2.6184 -0.8107 0.138
H 0.7654 -0.1020 1.0974 0.120
H 3.3954 -2.8862 1.8495 0.145
H 1.4475 -3.6034 0.8474 0.117
H 2.3658 2.5627 -3.1709 0.128
H 2.9479 2.1643 -0.8643 0.100
H 4.0550 2.5243 -3.7770 0.140
H 6.0895 -0.2435 3.8238 0.133
H -2.3704 -1.1249 -5.5361 0.129
H -3.7137 -3.2816 1.4508 0.095
H -1.2670 1.1611 5.1542 0.098
H 1.6096 -4.9232 2.0658 0.140
H -8.1936 -0.0664 0.9889 0.136
H 4.3462 3.2190 -1.3479 0.150
H -8.0292 -2.1339 1.6811 0.141
H 2.9539 -3.1273 -2.1744 0.104
H -6.5912 -1.9026 2.7656 0.130
H 0.2915 -0.0694 -4.5885 0.113
H -2.4136 -4.3129 2.0387 0.106
H 5.7608 2.1926 1.6863 0.096
H -2.2015 -2.4758 2.0058 0.072
H 0.4729 6.7050 0.0194 0.100
H -2.8637 2.3435 0.3064 0.121
H -3.8158 3.5037 2.1080 0.122
H 2.5727 0.3458 2.4975 0.068
H 3.1527 1.8798 2.0495 0.098
H 5.1466 -4.8652 -1.8075 0.131
H 3.0174 -3.6365 3.3552 0.135
H -1.0336 0.0043 1.0648 0.121
H 6.8077 0.9156 2.1337 0.084
H 0.9309 0.9157 -0.9731 0.112
H 3.4246 0.4680 0.9227 0.054
H 2.8387 -4.6651 -1.3617 0.125
H -2.2065 2.6104 4.5847 0.099
H -0.8665 1.0655 -1.0845 0.139
H -0.0146 -0.9157 -6.1102 0.141
H 2.1194 6.2948 0.6217 0.100
H 0.6331 5.3194 0.9334 0.086
H 5.9641 0.6085 0.7741 0.081
H -5.2962 2.7641 1.4817 0.119
H -1.8469 -0.8642 -3.9543 0.098

Entry 3:
80
Properties=species:S:1:pos:R:3:lowdin_charge:R:1 method="wB97M-V/def2-TZVPD" energy_ev=-97577.1324 e_homo_ha=-0.4570 orbital_gap_ha=0.380 relative_energy_kj_mol=396.5 charge=+1
S 0.5122 -0.3530 4.2234 0.622
S 1.8582 -2.3250 -3.7806 0.691
S 5.7792 1.6680 0.7164 0.584
S -3.9728 -2.1100 1.5194 0.553
S -0.7428 1.3120 -0.6846 0.635
O 2.7942 -3.2840 -4.2296 -0.281
O -1.6498 1.7910 0.2494 -0.293
O 1.4192 -2.2320 -2.3186 -0.406
O 0.5462 -1.0960 2.9984 -0.339
O 6.6032 0.6090 0.1884 -0.295
O -4.2598 -2.9340 2.6314 -0.294
O 0.0572 0.1470 -0.4436 -0.312
O -2.6858 -2.1830 1.0034 -0.312
O 6.2462 2.9800 0.5584 -0.285
O 1.6622 -0.3240 5.0504 -0.287
N 0.6212 -2.7590 0.7264 0.426
C -5.4998 -0.9000 -0.2026 -0.270
C -2.0398 0.1200 4.9474 -0.211
C -1.5818 0.9540 3.7554 -0.218
C -5.6848 -0.1410 0.9524 -0.223
C -4.4218 -0.4610 1.8164 -0.220
C -1.6428 1.1820 -2.2496 -0.160
C -1.2188 2.5650 -2.9996 -0.117
C -5.1198 -2.3410 0.1374 -0.179
C 5.3322 1.4080 2.3604 -0.184
C 0.3092 2.7170 -2.5816 -0.237
C 4.1742 0.3750 2.2114 -0.194
C 0.2802 2.7180 -1.1346 -0.251
C -0.0368 1.2410 3.8234 -0.212
C -0.9768 -0.9370 5.0734 -0.186
C 1.8912 -0.1120 -5.2306 -0.171
C 3.2332 0.7930 1.0514 -0.160
C 0.4932 -2.2200 -4.8516 -0.231
C 1.0032 -1.2230 -5.9566 -0.160
C 2.6312 -0.7440 -4.0876 -0.199
C 4.1892 1.5400 -0.0126 -0.220
H -2.2068 0.8720 5.6384 0.104
H -1.8258 0.3630 2.8784 0.081
H 6.2062 0.7700 2.5924 0.128
H -0.6208 -0.9570 6.1614 0.130
H -2.9258 -0.2970 4.8374 0.056
H -2.5978 0.9370 -2.0396 0.063
H 0.9412 1.8120 -2.9936 0.138
H -1.3608 2.2030 -4.1436 0.156
H -4.4938 -0.1530 2.9634 0.152
H 0.7372 3.5320 -3.1706 0.122
H -1.8108 3.4650 -2.6316 0.135
H -1.9778 2.0150 3.7924 0.143
H 0.3792 -3.1750 -5.2766 0.083
H 0.2332 -1.0820 -6.6316 0.080
H -1.2818 -1.9990 4.7674 0.145
H -6.3698 -1.0240 -0.6746 0.089
H -0.2098 3.5170 -0.6606 0.096
H 0.1412 1.7930 4.8444 0.156
H 5.0982 2.3860 2.7164 0.110
H 2.4762 0.3650 -5.9646 0.110
H 1.1222 -3.0570 -0.0766 0.132
H -6.6338 -0.2970 1.5924 0.174
H 3.8062 2.4760 -0.2026 0.048
H 2.1282 1.3130 1.4464 0.158
H 2.8432 0.0470 0.4104 0.053
H -3.5118 0.1610 1.2614 0.145
H -6.1318 -3.0140 0.5614 0.196
H -5.7148 0.7840 0.8744 0.034
H 3.7282 -0.9390 -4.2286 0.144
H 0.4272 -3.2930 1.3314 0.006
H 2.5272 -0.1860 -3.2796 0.026
H 4.1822 1.0540 -1.0606 0.134
H 1.2532 2.7370 -0.6676 0.100
H -0.4218 -1.6260 -4.1526 0.192
H 1.1052 -2.0170 1.0694 0.069
H -1.1908 0.4400 -2.5946 -0.014
H 3.7062 0.1220 3.0584 0.056
H -4.7728 -2.9780 -0.6716 0.096
H 1.7182 -1.7920 -6.6346 0.138
H 0.3972 1.7780 3.0214 0.080
H 1.3122 0.6380 -5.0116 0.031
H -4.8448 -0.4630 -0.8456 0.099
H 4.4842 -0.5680 2.0314 0.084
H -0.1508 -2.1030 0.5304 0.137

Entry 4:
80
Properties=species:S:1:pos:R:3:lowdin_charge:R:1 method="wB97M-V/def2-TZVPD" energy_ev=-68694.9052 smiles="C[C@@H]1OC(=O)O[C@@H]1COCOCCO.CCOP(=O)(OCC)OCC.CCOP(=O)(OCC)OCC" e_homo_ha=-0.3672 orbital_gap_ha=0.358 relative_energy_kj_mol=190.7
P 3.5691 1.5139 -4.7051 0.613
P -2.9511 -4.3132 2.8573 0.613
O 5.0221 0.7513 -4.6574 -0.212
O -1.7805 1.0197 -0.8112 0.057
O -3.5213 -5.6723 2.5733 -0.229
O 3.3634 1.5663 -6.1909 -0.228
O -0.0587 -0.4804 -0.9076 0.208
O 3.4306 1.1746 -3.0671 -0.177
O -0.0694 1.3462 0.4875 0.070
O -1.6690 -4.6937 3.8215 -0.214
O -4.0129 -3.8075 4.0049 -0.215
O -2.1534 1.2549 4.2974 -0.073
O -2.4516 -2.7156 2.7354 -0.184
O -0.0390 2.4431 3.1269 -0.127
O 0.6935 4.1805 1.7086 -0.072
O 4.0598 3.0579 -4.3921 -0.210
C -5.2344 -4.5106 4.2278 -0.294
C 6.3624 1.0806 -6.6661 -0.076
C 0.0371 2.2065 4.5265 -0.182
C -2.2235 -2.1392 1.4453 -0.292
C 3.1488 4.1263 -4.5951 -0.291
C 0.1908 -4.6330 2.2450 -0.081
C -0.8400 0.9498 4.7880 -0.205
C 5.5508 0.1155 -5.8208 -0.292
C 1.4596 -0.2641 -3.4519 -0.074
C -0.5433 0.4636 -0.4593 -0.522
C -5.0587 -5.6322 5.2357 -0.077
C -2.5732 3.3967 -1.1199 -0.018
C -0.4221 3.8349 0.9139 -0.146
C -3.2281 -2.5574 0.3933 -0.073
C -0.1898 2.6542 -0.0526 -0.202
C 2.1826 0.7103 -2.5468 -0.291
C -1.4122 2.3983 -1.0135 -0.279
C 1.0574 3.1609 2.6113 -0.235
C 2.0007 4.0971 -3.6009 -0.086
C -0.5878 -5.4334 3.2734 -0.294
H -0.9529 -6.3692 2.8400 0.111
H -4.2388 -2.2649 0.6851 0.090
H -0.4104 3.0530 5.0891 0.134
H 4.7512 -0.3491 -6.3976 0.102
H 2.3761 3.9971 -2.5804 0.081
H 0.4570 -3.6510 2.6393 0.083
H -0.4515 0.1186 4.1714 0.121
H -4.9498 -5.2213 6.2417 0.074
H -3.1971 3.1333 -1.9892 0.090
H 1.4015 5.0067 -3.6683 0.080
H -1.2076 -2.3774 1.1170 0.095
H -2.7685 1.2839 5.0408 0.086
H 2.7718 4.1108 -5.6220 0.112
H -1.3565 3.7021 1.4947 0.144
H 5.8615 2.0386 -6.7950 0.070
H 2.3963 0.2260 -1.5930 0.125
H -0.8577 0.6953 5.8623 0.124
H 0.5186 -0.5680 -3.0034 0.062
H -5.9526 -3.7852 4.6161 0.114
H 6.1974 -0.6936 -5.4749 0.115
H 3.7143 5.0503 -4.4652 0.119
H -3.2286 -3.6450 0.2463 0.072
H 1.6962 3.5533 3.4255 0.139
H 6.5682 0.6493 -7.6469 0.076
H -0.6178 4.7120 0.2690 0.136
H 1.1038 -5.1541 1.9533 0.080
H -0.4091 -4.4796 1.3415 0.066
H -2.9911 -2.0904 -0.5634 0.081
H -5.6403 -4.8776 3.2852 0.102
H -2.2648 -1.0544 1.5711 0.120
H 1.2369 0.1802 -4.4314 0.074
H -3.2015 3.4251 -0.2113 0.094
H 7.3164 1.2963 -6.1805 0.074
H -5.9278 -6.2920 5.2286 0.076
H 1.0787 2.0180 4.8476 0.127
H 2.0676 -1.1539 -3.6275 0.094
H -2.1549 4.4051 -1.2748 0.086
H -4.1622 -6.2203 5.0471 0.070
H 1.5412 1.5703 -2.3232 0.080
H -0.9708 2.3960 -2.0353 0.145
H 1.3400 3.2457 -3.8007 0.062
H 0.0705 -5.6897 4.1049 0.118
H 0.6395 2.9860 -0.7063 0.148
H 1.6988 2.4334 2.0576 0.141

Entry 5:
83
Properties=species:S:1:pos:R:3:lowdin_charge:R:1 method="wB97M-V/def2-TZVPD" energy_ev=-162924.2339 e_homo_ha=-0.2001 orbital_gap_ha=0.169 charge=-1
Br 1.5333 8.4901 -2.0420 0.445
S 1.3561 4.8052 -2.3432 0.702
S 4.0263 3.8954 -6.9351 0.314
P -4.0915 -2.0359 -1.1247 0.785
P 0.8619 -2.2838 3.3085 0.770
Al 3.1060 4.5540 -4.9438 -0.098
O 2.0015 -2.5407 2.2924 -0.209
O 1.7310 -1.1653 4.1617 -0.254
O 1.2436 -3.6361 4.1988 -0.265
O 2.5114 2.9601 -4.0511 -0.305
O -5.2021 -3.0130 -0.3641 -0.267
O 0.5635 1.0024 -2.8386 -0.105
O -0.4115 -1.9968 4.4439 -0.275
O -4.5642 -2.4703 -2.5337 -0.213
O -0.1607 1.9748 -0.6409 -0.063
O -2.8011 -3.0699 -1.1227 -0.255
O -3.5633 -1.5505 0.4495 -0.264
O 1.3912 5.3956 -5.1474 -0.271
C 4.3565 5.8248 -3.9101 -0.258
C -0.0135 2.0900 -3.6428 -0.139
C 0.6120 0.9192 3.6516 -0.073
C -0.4033 -2.4058 5.8077 -0.291
C 0.6470 4.6123 -4.1060 -0.537
C -3.6506 -2.3468 1.6267 -0.284
C 0.5611 -1.6372 6.6900 -0.077
C 3.7526 7.3594 -3.7322 -0.337
C -1.6778 -2.7305 -1.9167 -0.288
C 2.1849 0.9694 -0.7126 -0.011
C -2.6934 -3.5223 1.6643 -0.076
C 3.4355 7.7658 -2.1728 -0.579
C 1.5642 -4.8418 3.5147 -0.302
C -6.5295 -3.0713 -0.8732 -0.303
C 1.8983 0.1207 3.5910 -0.292
C 3.0637 -5.0784 3.5745 -0.077
C 1.0738 3.0283 -4.4321 -0.350
C -6.7344 -4.3823 -1.6132 -0.080
C 0.7376 1.3766 -1.4270 -0.317
C -0.8967 -1.5871 -1.3016 -0.075
H -1.4958 -0.6704 -1.2827 0.075
H -3.0042 -4.3116 0.9747 0.075
H -0.7245 2.8185 -3.0451 0.120
H 3.3735 -5.2854 4.6041 0.075
H 4.6192 5.3099 -2.8703 0.062
H -0.6216 -1.8126 -0.2672 0.069
H 2.7399 1.9206 -0.3054 0.100
H -7.2177 -3.0186 -0.0231 0.114
H -6.7476 -2.2098 -1.5134 0.104
H -0.7120 1.5689 -4.4588 0.143
H -1.4174 -2.2156 6.1769 0.117
H 3.3499 -5.9293 2.9479 0.077
H 2.6739 0.6332 4.1680 0.122
H 1.0430 -5.6624 4.0187 0.115
H -5.9506 -4.5610 -2.3535 0.072
H -0.4852 4.8540 -3.9358 0.116
H 0.3688 -1.8528 7.7458 0.079
H 0.4663 -0.5604 6.5348 0.071
H 1.5980 -1.9169 6.4853 0.074
H 2.7427 7.4737 -4.3315 0.072
H -1.9947 -2.4844 -2.9358 0.110
H 0.7728 1.9401 3.2903 0.085
H 0.2820 4.8777 -1.4331 -0.099
H 3.6295 -4.2019 3.2492 0.073
H -4.6808 -2.6607 1.8215 0.111
H 5.3983 5.9650 -4.4741 0.057
H -6.6987 -5.2224 -0.9119 0.074
H -2.6642 -3.9600 2.6672 0.080
H -1.6812 -3.2166 1.3915 0.056
H 2.8715 0.4579 -1.5445 0.101
H 4.4801 8.1925 -4.1533 0.103
H -0.2585 -3.4868 5.9000 0.110
H -1.0411 -3.6185 -1.9743 0.121
H -3.3892 -1.6770 2.4536 0.118
H 1.0879 2.7352 -5.5874 0.147
H 2.2567 0.0338 2.5597 0.093
H -0.1657 0.4543 3.0362 0.072
H 2.9246 3.4900 -7.7198 -0.211
H 1.2012 -4.8209 2.4816 0.104
H 2.0097 0.1357 0.1009 0.071
H -7.7034 -4.3957 -2.1224 0.075
H 0.0162 -1.3904 -1.8730 0.079
H 3.5824 6.8773 -1.4009 0.067
H 4.1189 8.6602 -1.8130 0.060
H 0.2276 0.9654 4.6747 0.070